[1]
Formula: C12H24AgNO10
Source: OMol25
Level of theory: ωB97M-V/def2-TZVPD

Summary:
Gap between HOMO and LUMO (spin up / spin down): 5.0 / 4.9 eV
Spin multiplicity: 2
Strongest force on any atom: 2.43 eV/Å
Net charge: -3

CARTESIAN COORDINATES (ANGSTROEM)
Ag: -18.180 -21.428 14.054
C: -19.563 -25.298 16.355
C: -18.393 -24.771 15.493
O: -18.576 -23.727 14.824
O: -17.319 -25.423 15.557
H: -19.184 -25.784 17.250
H: -20.086 -26.026 15.723
H: -20.245 -24.466 16.521
C: -20.554 -21.692 17.391
C: -19.672 -20.892 16.427
O: -20.184 -20.607 15.292
O: -18.450 -20.868 16.621
H: -19.967 -22.562 17.689
H: -21.487 -22.067 16.961
H: -20.888 -21.188 18.311
C: -17.181 -23.264 9.815
C: -16.957 -23.537 11.305
O: -16.640 -24.689 11.647
O: -17.224 -22.587 12.095
H: -16.914 -24.108 9.174
H: -16.954 -22.257 9.464
H: -18.281 -23.257 9.702
C: -16.624 -17.025 13.092
C: -16.885 -18.073 14.218
O: -17.506 -19.096 13.859
O: -16.522 -17.722 15.357
H: -16.818 -17.543 12.142
H: -15.573 -16.737 12.956
H: -17.238 -16.127 13.169
O: -16.153 -21.861 14.923
H: -15.688 -22.623 15.296
C: -19.001 -20.335 10.316
C: -19.840 -19.841 11.448
C: -21.276 -19.452 11.070
O: -21.912 -20.539 10.416
C: -23.275 -20.289 10.225
N: -19.908 -20.971 12.424
H: -18.954 -19.697 9.417
H: -19.299 -21.304 9.920
H: -17.960 -20.426 10.628
H: -19.483 -19.010 12.064
H: -21.255 -18.611 10.347
H: -21.761 -19.036 11.962
H: -23.619 -21.020 9.495
H: -23.469 -19.257 9.884
H: -23.849 -20.318 11.163
H: -20.661 -20.801 13.093
H: -20.258 -21.738 11.852

---

[2]
Formula: C12H24B3Cl8IO5
Source: OMol25
Level of theory: ωB97M-V/def2-TZVPD

Summary:
Gap between HOMO and LUMO: 9.6 eV
Spin multiplicity: 1
Strongest force on any atom: 1.21 eV/Å

CARTESIAN COORDINATES (ANGSTROEM)
O: -4.024 1.444 0.038
C: -5.023 1.902 0.572
O: -5.818 2.804 -0.046
C: -5.496 1.583 1.963
C: -4.765 0.380 2.552
C: -4.683 -0.832 1.618
B: -3.223 -1.245 1.267
O: -2.989 -2.259 0.328
B: -2.319 -1.701 -0.743
O: -1.356 -0.731 -0.533
B: -1.285 -0.192 0.725
I: 0.148 1.359 1.153
O: -2.089 -0.604 1.751
H: -5.507 2.889 -0.955
H: -6.576 1.482 1.961
H: -5.259 2.459 2.565
H: -3.795 0.732 2.888
H: -5.299 0.076 3.447
H: -5.181 -1.690 2.070
H: -5.191 -0.672 0.671
H: -2.625 -2.048 -1.836
Cl: -7.696 -0.635 3.190
C: -8.249 -2.327 3.311
C: -9.671 -2.431 3.798
Cl: -9.834 -1.929 5.500
H: -7.564 -2.854 3.970
H: -8.172 -2.756 2.313
H: -10.002 -3.466 3.738
H: -10.339 -1.815 3.203
Cl: 3.263 -0.625 -0.450
C: 4.818 0.250 -0.361
C: 4.955 1.056 0.901
Cl: 3.840 2.452 0.950
H: 4.901 0.878 -1.242
H: 5.610 -0.497 -0.400
H: 5.964 1.461 0.958
H: 4.769 0.453 1.786
Cl: 10.304 0.362 -2.163
C: 9.822 -1.351 -2.098
C: 8.369 -1.516 -1.737
Cl: 8.040 -1.028 -0.051
H: 10.467 -1.854 -1.383
H: 9.999 -1.771 -3.086
H: 8.082 -2.562 -1.826
H: 7.730 -0.922 -2.386
Cl: 6.481 1.775 -3.027
C: 5.482 2.748 -4.139
C: 5.034 1.955 -5.338
Cl: 6.393 1.539 -6.414
H: 6.064 3.619 -4.430
H: 4.612 3.082 -3.576
H: 4.332 2.545 -5.924
H: 4.549 1.029 -5.041

---

[3]
Formula: C12H24Cl3CrO4
Source: OMol25
Level of theory: ωB97M-V/def2-TZVPD

Summary:
Gap between HOMO and LUMO (spin up / spin down): 7.2 / 4.2 eV
Spin multiplicity: 5
Strongest force on any atom: 3.69 eV/Å
Net charge: +1

CARTESIAN COORDINATES (ANGSTROEM)
Cr: 1.229 -0.368 0.384
Cl: 3.147 -1.667 1.266
Cl: 1.674 1.821 1.418
Cl: 0.103 -2.226 -0.821
C: -0.462 -3.752 2.750
C: -0.338 -2.313 3.248
O: 0.213 -1.450 2.568
C: -0.879 -1.996 4.632
H: -1.444 -4.143 3.017
H: 0.267 -4.370 3.275
H: -0.373 -3.780 1.664
H: -1.849 -2.440 4.856
H: -1.028 -0.924 4.757
H: -0.168 -2.301 5.400
C: -1.839 2.284 -1.673
C: -0.674 1.478 -2.146
O: 0.159 0.930 -1.398
C: -0.548 1.340 -3.603
H: -2.717 1.648 -1.561
H: -2.116 3.100 -2.340
H: -1.518 2.691 -0.714
H: 0.209 2.013 -4.005
H: -1.472 1.572 -4.133
H: -0.257 0.310 -3.807
C: 3.104 -0.190 -3.612
C: 3.362 0.358 -2.191
O: 2.521 0.139 -1.240
C: 4.687 1.145 -1.960
H: 2.036 -0.141 -3.826
H: 3.336 -1.252 -3.691
H: 3.610 0.309 -4.438
H: 5.049 1.500 -2.925
H: 5.394 0.474 -1.472
H: 4.389 2.028 -1.394
C: -3.244 -0.303 1.111
C: -2.063 0.612 1.200
O: -0.919 0.240 0.819
C: -2.424 1.994 1.718
H: -3.807 -0.220 2.040
H: -2.914 -1.314 0.872
H: -3.864 0.117 0.318
H: -1.560 2.493 2.157
H: -3.156 1.908 2.521
H: -2.858 2.647 0.960